# 1
Below is a molecular structure, C37H32Ge2N7O5PbS, with properties calculated with ωB97M-V/def2-TZVPD.

```
! RIJCOSX wB97M-V def2-TZVPD def2/J DEFGRID3
* xyz 2 2
Pb 0.9001 1.5124 -0.0323
Ge -1.1722 -2.9743 0.3585
Ge 0.8208 -3.3360 2.1680
S -0.6220 7.4258 -5.3178
O -2.0101 0.8146 6.0776
O -3.1906 -0.6423 1.1745
O 1.8172 2.4962 1.7711
O 2.2669 2.6307 3.9486
O -1.0481 -1.2267 0.8186
N 0.0842 2.1025 -2.5569
N 5.4405 2.1978 -0.3973
N -0.5298 5.8398 -5.5866
N 0.3414 3.8963 -0.4992
N -0.3458 0.9448 2.3206
N -0.4331 7.4413 -3.7183
N 3.3321 1.6808 -0.6173
C 4.2227 2.2597 0.1627
C -0.3449 5.2635 -4.4077
C 0.1756 6.1236 0.3630
C 4.0155 1.2366 -1.7284
C 0.7929 -3.5025 -3.8559
C 0.2589 1.5573 3.3345
C -0.0324 1.2094 -3.5258
C -0.3314 2.8884 -5.1830
C -3.8816 -3.7119 -0.0514
C -0.3668 -3.1540 -1.3637
C -0.0456 6.6193 -0.8978
C 2.2203 -2.1084 1.6383
C 5.3301 1.5519 -1.6031
C 0.0959 4.3646 -1.7431
C -2.9605 -4.5367 2.0308
C 1.3270 -2.5732 -2.9698
C -2.8110 -3.8325 0.8377
C -1.4293 0.8838 4.8764
C 0.7521 -2.3989 -1.7226
C -5.0981 -4.2940 0.2673
C -5.2455 -4.9924 1.4572
C 1.5652 2.2865 3.0250
C -4.1820 -5.1154 2.3390
C -1.4716 0.2778 2.5810
C -0.0800 5.7314 -1.9754
C -2.0767 0.2373 3.8169
C -0.2228 1.5315 4.6329
C -0.8835 -4.1058 -2.2451
C -2.0383 -0.5451 1.4648
C -0.2380 1.5541 -4.8599
C 0.3804 4.7546 0.5141
C -0.0055 3.4044 -2.8565
C -0.3105 -4.2621 -3.4996
C -0.0010 -2.8590 3.8609
C 1.2301 -5.2138 1.8973
C -0.2886 6.1796 -3.3382
C -0.2214 3.8409 -4.1683
H 0.6123 4.3320 1.4792
H -1.0889 -2.8918 3.8519
H 1.1661 -1.6692 -1.0343
H 3.5191 0.7410 -2.5433
H 4.0054 2.7109 1.1157
H -0.1917 7.6756 -1.0796
H 2.1983 -1.9967 -3.2518
H -3.7829 -3.1531 -0.9747
H 0.0305 0.1681 -3.2293
H 1.5665 -5.4092 0.8815
H 6.1753 1.3780 -2.2428
H -0.4963 3.2182 -6.1995
H 2.7977 -2.4760 0.7928
H 1.8177 -1.1200 1.4217
H -4.3034 -5.6637 3.2629
H 0.3167 -1.8545 4.1378
H -1.5024 1.3016 6.7388
H 0.3901 -5.8613 2.1390
H 2.8762 -2.0202 2.5085
H -1.7323 -4.7179 -1.9642
H -0.3273 0.7855 -5.6130
H -0.7192 -4.9846 -4.1923
H -2.1317 -4.6470 2.7204
H -3.0119 -0.2799 3.9741
H 0.3464 2.0249 5.4094
H 0.2104 6.7684 1.2283
H 6.2850 2.5799 -0.0035
H 2.0497 -5.4285 2.5886
H 1.2496 -3.6441 -4.8265
H -5.9338 -4.1976 -0.4122
H 0.3550 -3.5761 4.6029
H -6.1971 -5.4466 1.6971
*
```

Summary:
LUMO (alpha / beta) = -0.181 / -0.304 hartree
Relative energy (zero: lowest compared OMol25 entry of this formula, charge and spin) = 54.3 kJ/mol
Electronic energy = -6933.161001 Ha
⟨S²⟩ = 0.75

***

# 2
Below is a molecular structure, C37H33BaF6N10O3, with properties calculated with ωB97M-V/def2-TZVPD.

```
! RIJCOSX wB97M-V def2-TZVPD def2/J DEFGRID3
* xyz -1 1
Ba -0.5295 -0.1225 -0.9249
F -4.3433 -2.2363 -1.0263
F -1.7126 -2.0791 -4.2449
F -3.1431 -3.6907 -4.3335
F -3.2845 -3.8851 -0.1420
F -4.4406 -4.1911 -1.9437
F -3.7557 -1.7359 -3.6461
O -1.7069 -1.9487 -1.5852
O -1.8678 1.7693 -1.4946
O 1.0912 4.4260 2.2412
N 3.0291 2.2413 -3.8275
N 4.8835 4.4172 -5.8825
N -1.2559 -0.0088 1.7053
N 5.0521 5.6765 -5.7850
N 3.8329 4.0380 -5.1271
N 1.7558 1.6803 -2.1324
N -0.9912 2.4159 -0.7290
N 1.3845 -0.4932 0.8775
N 1.7763 -1.4479 -1.7776
N 0.0317 3.7691 1.6103
C -1.4449 -4.2452 -2.1999
C 0.5559 1.6320 4.4508
C -2.6287 4.2579 -0.4991
C 2.5571 -1.0513 0.5158
C 2.8507 7.6784 -3.6062
C 4.2690 -2.1212 -2.6896
C 2.1323 0.8172 2.8070
C -0.2421 4.2550 0.4739
C -0.4982 1.0906 3.6802
C -1.8400 1.2005 4.0901
C 3.8386 2.2183 -2.7055
C 0.4858 5.4187 -0.1386
C 1.7658 1.8959 -3.4162
C -2.5052 0.1265 2.0774
C 2.0566 6.6047 -3.1624
C 3.8860 7.4924 -4.4906
C 1.9576 -1.7358 -3.0402
C -0.2312 0.4221 2.4599
C 4.1087 6.1859 -4.9364
C 0.5833 1.8188 -4.3042
C 1.1565 0.2126 2.0157
C 1.8388 1.5032 3.9881
C -2.7522 -2.6231 -3.5847
C 2.7819 -1.4557 -0.8883
C 3.2210 -2.0550 -3.5642
C 2.2548 5.3108 -3.5859
C 4.8623 -1.8162 0.9360
C -1.3119 3.5776 -0.2944
C 3.0245 1.8737 -1.6729
C 3.2961 5.1201 -4.4936
C 3.6253 -1.3507 1.3734
C 4.0789 -1.8563 -1.3166
C 3.4202 2.6603 -5.1334
C -2.3357 -2.9878 -2.1340
C -3.6076 -3.3141 -1.3160
C 5.1299 -2.0222 -0.3900
C -2.8463 0.7063 3.3100
H -1.9509 -5.1170 -2.6177
H -1.1024 -4.4648 -1.1923
H 2.6641 1.9244 4.5528
H 3.5018 -1.2053 2.4363
H 3.3406 -2.2670 -4.6184
H 6.1022 -2.3438 -0.7401
H 2.5687 2.5256 -5.8060
H 1.2672 6.8062 -2.4499
H -2.5139 5.2290 -0.9879
H -2.0557 1.6897 5.0325
H -0.5759 -4.0068 -2.8096
H 1.6492 4.4958 -3.2122
H 1.2336 3.8555 3.0089
H 4.8851 2.4606 -2.7563
H 0.6156 6.2306 0.5776
H -3.2609 3.6208 -1.1136
H -3.8834 0.7789 3.6072
H 4.2738 2.0907 -5.5131
H 0.3300 2.1310 5.3848
H 4.5110 8.3053 -4.8298
H 2.6362 8.6682 -3.2258
H 0.4547 2.7390 -4.8799
H -3.1139 4.4397 0.4623
H 3.2704 1.7433 -0.6333
H 5.6294 -1.9960 1.6811
H -0.3156 1.6962 -3.6992
H -0.0541 5.7819 -1.0126
H 5.2615 -2.3960 -3.0282
H 1.0751 -1.7356 -3.6726
H -3.2642 -0.2502 1.4011
H 3.1667 0.7785 2.4993
H 1.4802 5.0959 -0.4545
H 0.6517 0.9863 -5.0076
*
```

Summary:
LUMO = 0.077 hartree
Electronic energy = -2827.859140 Ha

***

# 3
Below is a molecular structure, C37H33BrGeIrN4O2, with properties calculated with ωB97M-V/def2-TZVPD.

```
! RIJCOSX wB97M-V def2-TZVPD def2/J DEFGRID3
* xyz 3 5
Ir -0.6963 0.1171 -0.5056
Br -3.2726 -1.0363 0.2595
Ge -0.5339 -0.9894 -2.7472
O 1.6542 -0.0490 -0.6372
O 3.5906 1.1850 -0.4140
N -1.5294 1.8456 -1.2694
N -0.1282 -1.7178 0.3591
N 1.1374 -1.8987 0.7000
N -0.0336 1.6036 0.9794
C -0.9664 -2.7252 0.5943
C 4.0678 0.4192 0.5093
C 5.0464 -1.1757 2.5376
C 3.3656 -0.7982 0.8472
C -2.8653 -5.1579 0.4940
C -1.6746 4.2637 -1.0594
C -1.4669 -7.0097 -0.1932
C -3.8072 -6.0866 1.0254
C -1.2858 5.4286 -0.3540
C 0.7665 1.2728 -4.0502
C 5.7455 -0.0058 2.1902
C -0.4140 2.9420 0.5430
C -0.0529 4.0770 1.2121
C -1.2126 3.0119 -0.6135
C 5.2714 0.7913 1.1871
C -0.4868 5.3378 0.7507
C -1.0775 0.2956 -5.2500
C 0.9128 -4.8913 -3.1467
C -2.8617 3.1155 -2.8013
C 2.1931 -1.1519 -0.0542
C 2.0481 -2.3672 -2.9299
C 0.1045 -3.7797 -2.9460
C 3.8736 -1.5643 1.8570
C -2.3844 -7.8957 0.3881
C -3.1920 -3.7949 0.6025
C -2.5134 4.2899 -2.1955
C -2.3577 -2.6778 0.4572
C 2.2888 -4.7411 -3.2263
C -0.2490 0.3206 -4.1276
C 0.9522 2.1840 -5.0776
C 0.1248 2.1503 -6.1924
C -1.6979 -5.6595 -0.1499
C -2.3473 1.9119 -2.3047
C -0.8868 1.2052 -6.2800
C -3.5532 -7.4352 0.9943
C 0.6616 -2.5052 -2.8275
C 2.8562 -3.4760 -3.1229
H -1.0311 -4.9877 -0.6733
H 5.4193 -1.7971 3.3395
H -2.6137 0.9783 -2.7787
H 1.3754 -2.8292 1.0364
H -1.8719 -0.4376 -5.3344
H -4.2285 -3.5732 0.8350
H 1.7457 2.9164 -5.0166
H 2.6793 0.7047 -0.7335
H -3.5141 3.0897 -3.6603
H 0.2737 2.8577 -6.9966
H -0.5961 -7.3987 -0.7004
H 2.5551 -1.8880 -0.7968
H -4.7119 -5.7116 1.4844
H -2.1974 -8.9597 0.3379
H -0.1924 6.2273 1.2875
H 5.7604 1.7033 0.8786
H -1.9719 -1.5713 -2.8414
H 2.4952 -1.3804 -2.9026
H -0.9729 -3.9059 -2.9251
H 1.4194 1.3078 -3.1845
H -2.8839 5.2380 -2.5634
H -0.5448 -3.6502 0.9756
H 3.9257 -3.3569 -3.2236
H 0.5563 4.0137 2.1040
H 2.9187 -5.6030 -3.3991
H 0.9773 1.5418 1.0930
H -1.5237 1.1741 -7.1529
H 3.4034 -2.4915 2.1570
H 6.6504 0.2519 2.7205
H 0.4683 -5.8691 -3.2751
H -0.4497 1.3971 1.8884
H -4.2547 -8.1363 1.4200
H -1.6377 6.3897 -0.7009
*
```

Summary:
LUMO (alpha / beta) = -0.345 / -0.411 hartree
Relative energy (zero: lowest compared OMol25 entry of this formula, charge and spin) = 0.0 kJ/mol
Electronic energy = -6553.458874 Ha
⟨S²⟩ = 6.11

***

# 4
Below is a molecular structure, C37H33BrMnN4O4P2S, with properties calculated with ωB97M-V/def2-TZVPD.

```
! RIJCOSX wB97M-V def2-TZVPD def2/J DEFGRID3
* xyz 0 6
Br -2.7926 -0.4257 1.4305
Mn -0.2237 -0.0798 1.0471
S 2.4626 -6.9550 0.2787
P -0.5274 -0.3129 -1.8930
P -0.2037 2.3020 0.0283
O 1.5067 0.4136 7.5299
O 1.7593 0.6572 1.7008
O 3.0888 0.8242 6.0298
O 3.1909 0.9996 3.3886
N 0.1951 -7.2250 1.5524
N -1.1222 0.1887 4.3344
N 0.4414 -2.2096 1.5617
N -0.2667 0.3852 3.3328
C -3.8169 3.8634 -2.3622
C -1.5735 2.9428 -0.9835
C -0.2340 -2.1202 -1.9186
C -0.6719 0.5325 -6.4365
C 0.8300 0.4824 5.2870
C -1.7054 -0.1262 -5.7822
C 1.6052 5.8457 1.0195
C -0.4481 -3.0842 2.0289
C 0.9018 -4.9289 1.3306
C -2.6229 3.6604 -3.0350
C 0.5474 4.9689 2.9938
C -1.1644 -2.9393 -1.2862
C -0.2432 -4.4518 1.9526
C -3.8946 3.6054 -0.9994
C 0.1115 3.8680 2.2693
C 1.0070 -4.0796 -2.5947
C 1.8391 0.5743 6.3803
C 1.1655 4.7503 0.2957
C -0.5103 0.2459 5.5275
C 2.0717 0.7587 2.9279
C 1.1455 0.3144 -1.3776
C 1.1522 -6.4131 1.0776
C 1.5791 -2.6637 1.0329
C 0.5310 0.6793 -4.3589
C 1.8426 -4.0128 0.8844
C -1.0124 -4.3226 -1.3140
C -1.5048 3.2068 -2.3474
C 0.9237 0.5542 3.8800
C -0.5043 0.0318 -3.6914
C 1.2944 5.9556 2.3699
C 1.1625 1.8364 -1.1356
C -2.7837 3.1407 -0.3175
C 0.4461 0.9326 -5.7234
C 0.8500 -2.7056 -2.5785
C -1.6244 -0.3677 -4.4219
C 0.4163 3.7539 0.9168
C 0.0697 -4.8920 -1.9630
H 0.3133 5.0484 4.0473
H 0.3068 -8.2150 1.4113
H -0.4524 3.0832 2.7615
H -1.0336 0.1194 6.4597
H -2.0915 0.0365 4.0880
H -1.3563 -2.6658 2.4438
H -2.5549 3.8505 -4.0986
H 1.4064 4.6742 -0.7585
H -1.9991 -2.4863 -0.7602
H 3.1910 0.8875 5.0348
H -4.6892 4.2166 -2.8967
H 1.3792 -0.1579 -0.4117
H 1.8549 -4.5235 -3.1003
H -0.7374 0.7276 -7.4989
H -1.7449 -4.9520 -0.8230
H 1.2610 1.4388 -6.2249
H 0.1915 -5.9676 -1.9778
H -4.8274 3.7510 -0.4707
H 2.1919 6.6147 0.5343
H -1.0158 -5.0863 2.3626
H 2.2966 -1.9132 0.7213
H -2.4434 -0.8701 -3.9191
H -0.5875 3.0598 -2.8974
H -2.8629 2.9035 0.7376
H 1.9353 -0.0331 -2.0465
H 2.7541 -4.3510 0.4158
H 1.1077 2.3883 -2.0707
H 1.5709 -2.0824 -3.0960
H -2.5793 -0.4484 -6.3334
H 2.0902 2.1044 -0.6276
H 1.6426 6.8104 2.9349
H 1.4252 0.9769 -3.8305
H -0.6292 -6.8986 2.0203
*
```

Summary:
LUMO (alpha / beta) = -0.038 / -0.039 hartree
Relative energy (zero: lowest compared OMol25 entry of this formula, charge and spin) = 12.1 kJ/mol
Electronic energy = -6755.835416 Ha
⟨S²⟩ = 8.75

***

# 5
Below is a molecular structure, C37H33F6GeN6O5RuS3, with properties calculated with ωB97M-V/def2-TZVPD.

```
! RIJCOSX wB97M-V def2-TZVPD def2/J DEFGRID3
* xyz -2 2
Ru 1.0449 -0.6427 0.4625
Ge -2.3749 -0.8512 -0.0426
S 3.3356 -1.7838 3.0873
S 4.6728 -0.7521 0.8563
S 0.7680 -0.7562 -1.7910
F 4.3050 0.1592 4.6005
F 3.9608 1.5308 1.9858
F 5.1069 -1.8010 5.0521
F 6.0189 0.9575 2.3470
F 3.0860 -1.2946 5.6444
F 5.4273 1.7078 0.4029
O 3.4355 -0.6264 0.1280
O 5.8534 -1.1081 0.1290
O 3.0633 -3.1570 3.3847
O 2.2529 -0.8814 2.7927
O 1.5116 -2.8150 0.6350
N 0.9855 1.8642 -1.0893
N 0.8710 -4.7521 -0.3444
N 1.0491 2.7112 -3.5994
N 0.9713 1.3469 0.1267
N 0.8905 1.3396 -3.3663
N 4.6018 -1.6308 2.1624
C 2.0655 3.5429 -3.2300
C 4.0043 -1.1377 4.6800
C 4.2201 4.0104 -2.2427
C -0.2215 -5.6028 -0.7518
C -3.2099 3.0811 1.2581
C -2.7493 -1.3890 -1.9096
C -5.5345 -3.4019 1.3645
C 5.0283 0.9652 1.4409
C -4.7842 -2.4957 0.6263
C -3.7177 -3.6209 2.9144
C 2.2227 -5.2515 -0.4677
C 1.9890 4.9005 -3.5927
C 0.7357 1.9384 2.4610
C -2.9767 -2.7086 2.1711
C -2.6657 1.8175 1.0717
C 0.8928 2.3240 1.1243
C -3.0792 -2.7006 -2.2464
C 0.9093 0.9743 -2.1077
C -0.6780 -0.8074 0.8515
C -3.1505 -2.1447 -4.5844
C -2.5997 -0.4686 -2.9486
C 0.9375 3.6977 0.8272
C -4.3420 3.4616 0.5494
C 3.2189 3.1094 -2.5522
C -4.3619 1.3166 -0.5394
C 0.6391 2.8888 3.4624
C 0.8414 4.6339 1.8405
C -2.8024 -0.8368 -4.2696
C 0.6920 4.2465 3.1680
C 0.6306 -3.5536 0.2082
C 3.0050 5.7840 -3.2780
C 4.1341 5.3553 -2.5914
C -4.9188 2.5761 -0.3507
C -3.4916 -2.1328 1.0092
C -4.9992 -3.9722 2.5126
C -3.2819 -3.0795 -3.5684
C -3.2316 0.9147 0.1712
H 2.3984 -6.0757 0.2298
H 0.8829 5.6879 1.5869
H 3.3155 2.0701 -2.2743
H 0.6245 4.9866 3.9567
H 2.9076 6.8253 -3.5674
H -4.7678 4.4492 0.6890
H -1.7707 1.5306 1.6135
H -3.3079 -2.4342 -5.6172
H 0.4320 3.0480 -4.3143
H -0.4265 -3.2626 0.2554
H 0.5202 2.5601 4.4888
H 5.0908 3.6491 -1.7089
H 2.3933 -5.6026 -1.4876
H -6.5364 -3.6661 1.0429
H 1.0535 3.9986 -0.2035
H 2.9128 -4.4430 -0.2413
H -5.7983 2.8702 -0.9138
H -2.7339 3.7704 1.9461
H -3.1919 -3.4429 -1.4624
H -1.9780 -2.4209 2.4887
H -0.3316 -6.4615 -0.0816
H -5.2159 -2.0641 -0.2719
H -2.6689 -0.1060 -5.0585
H 4.9254 6.0478 -2.3336
H -4.8104 0.6424 -1.2629
H -0.0499 -5.9704 -1.7660
H 0.6740 0.8877 2.7045
H -3.2910 -4.0579 3.8106
H -3.5412 -4.1062 -3.8044
H -2.2936 0.5471 -2.7222
H -1.1482 -5.0312 -0.7439
H 1.1060 5.2530 -4.1169
H -5.5818 -4.6780 3.0942
*
```

Summary:
LUMO (alpha / beta) = 0.143 / 0.143 hartree
Relative energy (zero: lowest compared OMol25 entry of this formula, charge and spin) = 61.0 kJ/mol
Electronic energy = -6099.974680 Ha
⟨S²⟩ = 0.77